{
  "formula": "C4H9NO2",
  "method": "ωB97M-V with the def2-TZVPD basis set",
  "orbital_gap_ev": 9.4746,
  "symbols": ["C", "C", "O", "C", "C", "O", "N", "H", "H", "H", "H", "H", "H", "H", "H", "H"],
  "xyz": [[1.07, 2.11, -0.08], [0.55, 0.70, -0.31], [1.50, -0.27, 0.08], [-0.71, 0.41, 0.48], [-0.98, -1.90, 0.68], [-1.30, -0.78, 0.00], [-1.40, -2.92, -0.08], [1.32, 2.26, 0.98], [0.34, 2.86, -0.38], [1.99, 2.28, -0.66], [0.30, 0.57, -1.38], [2.29, -0.17, -0.48], [-0.46, 0.29, 1.54], [-1.43, 1.22, 0.35], [-1.83, -2.79, -0.99], [-1.25, -3.86, 0.24]]
}